This record from OMol25 describes C2H5N2O2P in the gas phase in a non-equilibrium geometry. The level of theory is wB97M-V/def2-TZVPD.

Last columns: bonded neighbours and bond lengths (Å).
Geometry (Å):
1 C -1.37550 -1.79540 0.82560  C2 1.420, N3 1.149
2 C -0.68044 -1.37403 -0.33851  C1 1.420, N4 1.558, H8 1.169, H9 1.111
3 N -2.01012 -2.20219 1.69261  C1 1.149
4 N 0.15228 -0.20702 0.27219  C2 1.558, P7 1.814, H10 1.059
5 O -0.05630 2.35035 -0.31513  P7 1.664, H11 0.964
6 O 2.22096 1.30735 0.17479  P7 1.677, H12 0.968
7 P 0.87917 1.06249 -0.80043  N4 1.814, O5 1.664, O6 1.677
8 H -0.02390 -2.01426 -1.06305  C2 1.169
9 H -1.41370 -1.03200 -1.09967  C2 1.111
10 H 1.03801 -0.53430 0.75089  N4 1.059
11 H -0.91975 2.28402 -0.73955  O5 0.964
12 H 2.18929 2.15500 0.64026  O6 0.968

F_max in hartree/bohr: 0.080
Energy above the lowest of the compared OMol25 structures with the same formula, charge and spin in kcal/mol: 7.9
Total charge: 0
Structure (SMILES): N#CCNP(O)O
LUMO in eV: 0.55

This record from OMol25 describes C27H35N3O6 in the gas phase. The level of theory is wB97M-V/def2-TZVPD.

Last columns: bonded neighbours and bond lengths (Å).
Geometry (Å):
1 C -0.39886 4.00758 4.25783  H2 1.095, O3 1.405, H70 1.095, H71 1.089
2 H -1.01263 3.15472 4.56705  C1 1.095
3 O 0.80076 3.59339 3.65472  C1 1.405, C4 1.361
4 C 0.73123 2.87404 2.50188  O3 1.361, C5 1.389, C9 1.405
5 C -0.45120 2.47323 1.89324  C4 1.389, C6 1.388, H69 1.078
6 C -0.40812 1.73600 0.71772  C5 1.388, C7 1.386, C21 1.498
7 C 0.80597 1.38635 0.14895  C6 1.386, C8 1.391, H20 1.075
8 C 1.99946 1.76474 0.75552  C7 1.391, C9 1.403, O15 1.361
9 C 1.96769 2.52110 1.93654  C4 1.405, C8 1.403, O10 1.375
10 O 3.10436 2.97830 2.56040  C9 1.375, C11 1.413
11 C 3.99248 1.98582 3.03305  O10 1.413, H12 1.089, H13 1.092, H14 1.096
12 H 4.81649 2.52540 3.49659  C11 1.089
13 H 4.37040 1.35999 2.22146  C11 1.092
14 H 3.50455 1.35339 3.78335  C11 1.096
15 O 3.22659 1.44082 0.26451  C8 1.361, C16 1.411
16 C 3.29787 0.64527 -0.89820  O15 1.411, H17 1.094, H18 1.092, H19 1.089
17 H 2.88158 1.16555 -1.76525  C16 1.094
18 H 2.78072 -0.30852 -0.77087  C16 1.092
19 H 4.35965 0.46664 -1.06100  C16 1.089
20 H 0.82641 0.78273 -0.74081  C7 1.075
21 C -1.71046 1.25071 0.15878  C6 1.498, O22 1.225, N23 1.347
22 O -2.39417 0.44325 0.77593  C21 1.225
23 N -2.11789 1.78829 -1.00713  C21 1.347, C24 1.441, C63 1.452
24 C -1.30116 2.58396 -1.88762  N23 1.441, H25 1.096, C26 1.538, H68 1.090
25 H -1.91384 3.41701 -2.24963  C24 1.096
26 C -0.82579 1.72151 -3.06961  C24 1.538, H27 1.088, H28 1.090, C29 1.537
27 H 0.12112 1.23854 -2.83938  C26 1.088
28 H -0.67834 2.35646 -3.94365  C26 1.090
29 C -1.86170 0.63706 -3.40545  C26 1.537, N30 1.456, C61 1.532, H67 1.100
30 N -1.70946 -0.60357 -2.65934  C29 1.456, C31 1.335, H60 1.023
31 C -0.62442 -1.18821 -2.14528  N30 1.335, O32 1.218, C33 1.552
32 O 0.51932 -0.77239 -2.19998  C31 1.218
33 C -0.97056 -2.55942 -1.50690  C31 1.552, N34 1.452, H42 1.102, C43 1.528
34 N -1.97524 -2.49181 -0.46057  C33 1.452, C35 1.344, H41 1.007
35 C -3.29362 -2.33594 -0.66848  N34 1.344, O36 1.225, C37 1.505
36 O -3.77396 -2.19808 -1.78742  C35 1.225
37 C -4.11470 -2.31523 0.59221  C35 1.505, H38 1.086, H39 1.087, H40 1.090
38 H -5.17128 -2.32694 0.34124  C37 1.086
39 H -3.87719 -3.16319 1.22948  C37 1.087
40 H -3.87906 -1.39487 1.12569  C37 1.090
41 H -1.64293 -2.52918 0.48976  N34 1.007
42 H -1.41391 -3.14989 -2.32464  C33 1.102
43 C 0.28874 -3.28582 -1.03518  C33 1.528, C44 1.511, H58 1.096, H59 1.093
44 C 1.09843 -2.67712 0.08551  C43 1.511, C45 1.388, C49 1.403
45 C 0.65083 -1.63280 0.88277  C44 1.388, C46 1.386, H57 1.077
46 C 1.41291 -1.15276 1.93600  C45 1.386, C47 1.380, H56 1.080
47 C 2.65503 -1.69674 2.19446  C46 1.380, C48 1.383, H55 1.080
48 C 3.12304 -2.72274 1.39300  C47 1.383, C49 1.387, H54 1.081
49 C 2.36131 -3.22782 0.34930  C44 1.403, C48 1.387, C50 1.500
50 C 2.90779 -4.35076 -0.48076  C49 1.500, H51 1.090, H52 1.087, H53 1.089
51 H 3.03861 -4.03604 -1.51613  C50 1.090
52 H 3.87333 -4.67119 -0.09769  C50 1.087
53 H 2.23321 -5.20627 -0.47461  C50 1.089
54 H 4.09935 -3.14554 1.58449  C48 1.081
55 H 3.25925 -1.32547 3.00877  C47 1.080
56 H 1.02661 -0.34834 2.54366  C46 1.080
57 H -0.29047 -1.14589 0.68894  C45 1.077
58 H 0.00332 -4.30132 -0.73759  C43 1.096
59 H 0.93701 -3.37489 -1.91017  C43 1.093
60 H -2.57905 -1.13478 -2.57362  N30 1.023
61 C -3.26412 1.16859 -3.09411  C29 1.532, H62 1.090, C63 1.534, H66 1.091
62 H -4.02085 0.45130 -3.41234  C61 1.090
63 C -3.39326 1.40111 -1.58358  N23 1.452, C61 1.534, H64 1.097, H65 1.092
64 H -4.13299 2.18609 -1.38327  C63 1.097
65 H -3.71797 0.49145 -1.07513  C63 1.092
66 H -3.42045 2.09557 -3.64702  C61 1.091
67 H -1.78518 0.39640 -4.47639  C29 1.100
68 H -0.45383 2.99510 -1.33947  C24 1.090
69 H -1.41076 2.70925 2.32360  C5 1.078
70 H -0.98352 4.65201 3.59300  C1 1.095
71 H -0.10252 4.57484 5.13885  C1 1.089

F_max in hartree/bohr: 0.013
Energy above the lowest of the compared OMol25 structures with the same formula, charge and spin in kcal/mol: 0.0
Total charge: 0
Structure (SMILES): COc1cc(C(=O)N2CCC(NC(=O)[C@@H](Cc3ccccc3C)NC(C)=O)CC2)cc(OC)c1OC
LUMO in eV: 0.72